Entry 1:
Below is a structure of composition C18H40OOsP2Si at a distorted geometry, with properties calculated with ωB97M-V/def2-TZVPD.

ORCA input file:
```
! wB97M-V def2-TZVPD RIJCOSX def2/J DEFGRID3
* xyz 2 5
H -1.27 2.02 -4.97
C 1.37 0.13 3.06
H 0.73 -0.37 -4.39
H -1.65 1.97 -2.29
H 2.05 1.21 -7.41
C -1.53 -0.68 -7.15
C 0.87 1.23 -3.00
C -0.87 1.41 -5.78
H -1.28 -1.71 3.46
P 0.16 -1.48 -2.34
Os -0.45 -0.46 -0.53
H 2.10 -2.29 -3.57
H -1.68 2.65 3.13
H 1.19 3.71 -1.45
H 1.03 -2.43 -5.51
H -0.83 -3.64 -2.44
C -1.90 0.73 -6.62
H 2.56 -1.47 -2.04
C 1.84 -2.15 -2.51
H -0.83 0.13 -3.83
C 1.50 -0.80 -6.91
C 0.45 1.41 -6.07
C 0.55 -1.63 -6.10
H 1.67 -1.30 -7.88
H 1.13 2.06 -5.50
H 0.49 -2.97 -0.15
H 0.50 2.11 -3.55
H 1.58 0.31 4.13
C 1.11 0.68 -7.20
H -1.60 2.46 -0.55
H -2.15 1.38 -7.47
H -0.98 -0.58 -8.09
P 0.49 1.45 -1.23
Si -0.44 0.53 2.70
H -2.82 0.65 -6.02
H 1.30 -1.78 0.94
H 1.62 -0.92 2.85
H -0.88 -2.86 -4.03
H -2.03 -2.35 -2.76
H 1.87 -3.12 -1.99
C -0.79 -1.53 -6.17
H 2.05 0.77 2.48
C 0.35 -2.06 0.46
H 2.48 -0.79 -6.40
H -0.68 2.21 4.53
H -2.48 -1.19 -7.37
C -0.70 2.25 3.43
C 1.32 2.92 -0.69
H 1.97 1.17 -3.11
H 0.89 3.24 0.26
H -1.49 -0.47 4.71
H 0.51 0.73 -8.11
H 2.39 2.69 -0.58
C -1.01 -2.70 -2.96
H -1.44 -2.15 -5.56
C 0.20 -0.03 -3.50
O -0.88 0.60 1.14
C -1.56 -0.66 3.63
H -2.60 -0.53 3.32
H 0.07 2.95 3.10
H -0.39 -2.28 1.24
C -1.35 1.70 -1.29
H -1.89 0.75 -0.98
*
```

## Properties
* HOMO level (alpha / beta): -0.52779 / -0.52611 Eh
* ⟨S²⟩: 6.022
* LUMO energy (alpha / beta): -6.2 / -9.8 eV
* gap between HOMO and LUMO (alpha / beta): 8.2 / 4.5 eV
* energy above the lowest of the compared OMol25 structures with the same formula, charge and spin: 0.0 kJ/mol
* strongest force on any atom: 7.11 eV Å⁻¹

natural (NBO) charges in e: H 0.18; C -1.12; H 0.34; H 0.28; H 0.24; C -0.45; C -0.74; C -0.17; H 0.24; P 1.10; Os 1.03; H 0.28; H 0.25; H 0.28; H 0.20; H 0.28; C -0.46; H 0.26; C -0.94; H 0.27; C -0.46; C -0.19; C -0.22; H 0.26; H 0.20; H 0.24; H 0.28; H 0.28; C -0.46; H 0.31; H 0.25; H 0.23; P 1.00; Si 1.82; H 0.21; H 0.27; H 0.23; H 0.29; H 0.27; H 0.27; C -0.16; H 0.23; C -0.87; H 0.21; H 0.27; H 0.24; C -1.13; C -0.95; H 0.27; H 0.28; H 0.28; H 0.23; H 0.29; C -0.96; H 0.18; C -0.76; O -0.99; C -1.11; H 0.25; H 0.23; H 0.27; C -0.89; H 0.19


Entry 2:
Below is an isolated molecule of C12H9ClN4O at a distorted geometry, with properties calculated with ωB97M-V/def2-TZVPD.

ORCA input file:
```
! wB97M-V def2-TZVPD RIJCOSX def2/J DEFGRID3
* xyz 0 1
H 2.33 -2.83 -1.88
C 1.63 -2.02 -1.99
C -0.58 -0.93 2.10
H -1.67 1.42 -2.87
Cl -1.22 0.47 5.71
C 0.41 -0.54 -3.48
H -0.02 -0.26 -4.51
H 0.70 2.53 0.87
H 0.05 3.37 2.27
C 0.24 -0.49 -1.00
C -1.41 1.14 -0.75
H -0.51 -1.89 1.52
C -0.49 0.26 1.38
N -0.73 -0.92 3.45
H 1.71 -2.02 -4.09
C -0.13 0.02 -2.31
H 1.23 -1.38 1.00
C -0.38 1.46 2.09
N -0.10 2.65 1.54
H -2.04 1.92 -0.35
N -1.27 0.82 -2.09
C 1.19 -1.49 -0.88
C -0.84 0.26 4.00
N -0.68 1.41 3.36
C 1.34 -1.56 -3.26
O 1.78 -1.70 0.30
C -0.54 0.30 -0.11
*
```

## Properties
* HOMO level: -0.28901 Eh
* LUMO energy: 0.5 eV
* gap between HOMO and LUMO: 8.3 eV
* energy above the lowest of the compared OMol25 structures with the same formula, charge and spin: 110.7 kJ/mol
* SMILES string: Nc1nc(Cl)ncc1-c1c[nH]c2cccc(O)c12
* strongest force on any atom: 4.21 eV Å⁻¹

natural (NBO) charges in e: H 0.22; C -0.29; C 0.04; H 0.41; Cl 0.01; C -0.26; H 0.22; H 0.40; H 0.41; C -0.15; C -0.01; H 0.21; C -0.16; N -0.47; H 0.21; C 0.16; H 0.49; C 0.43; N -0.79; H 0.24; N -0.53; C 0.31; C 0.40; N -0.51; C -0.18; O -0.66; C -0.14


Entry 3:
Below is the ion C10H22N4O with charge +2 at a distorted geometry, with properties calculated with ωB97M-V/def2-TZVPD.

ORCA input file:
```
! wB97M-V def2-TZVPD RIJCOSX def2/J DEFGRID3
* xyz 2 1
N 1.35 -1.85 -0.77
H 3.04 0.31 -0.08
H 3.84 -1.22 0.57
H -1.06 -0.23 -3.54
H 0.58 2.44 3.34
C 0.23 2.16 1.16
H 2.93 -0.10 1.57
H -2.78 -0.07 -3.60
C 1.09 2.37 2.41
H 2.00 -2.63 -0.96
H -1.73 1.23 -2.81
H -2.03 -2.47 -2.34
C 1.49 -2.25 1.61
C -0.33 -0.02 0.13
C -1.94 -0.36 -1.67
H -2.75 -2.21 -0.72
H 0.92 -3.19 1.21
C 2.89 -0.58 0.64
C 0.28 -1.71 -1.57
H 1.64 3.27 2.32
O -0.11 -2.33 -2.53
C -0.93 3.15 0.94
C -2.62 -1.75 -1.67
H -0.93 0.53 1.90
H -1.82 2.54 0.78
H 0.93 2.12 0.31
H 1.93 1.53 2.58
H 2.41 -2.60 2.13
N -0.60 -0.48 -1.02
N 1.67 -1.26 0.52
H -1.07 3.80 1.78
H -3.62 -1.51 -2.09
H 0.89 -1.78 2.48
H -2.61 0.29 -1.09
H -0.81 3.79 0.02
C -1.92 0.21 -3.03
N -0.44 0.85 1.06
*
```

## Properties
* HOMO level: -0.65472 Eh
* LUMO energy: -9.1 eV
* gap between HOMO and LUMO: 8.7 eV
* energy above the lowest of the compared OMol25 structures with the same formula, charge and spin: 284.4 kJ/mol
* SMILES string: CC(C)[NH+]=C=[N+](C(=O)NN(C)C)C(C)C
* strongest force on any atom: 4.43 eV Å⁻¹

natural (NBO) charges in e: N -0.47; H 0.24; H 0.24; H 0.24; H 0.24; C -0.04; H 0.24; H 0.28; C -0.62; H 0.45; H 0.22; H 0.27; C -0.47; C 0.88; C -0.04; H 0.22; H 0.25; C -0.46; C 0.83; H 0.27; O -0.44; C -0.63; C -0.63; H 0.47; H 0.21; H 0.22; H 0.22; H 0.26; N -0.35; N -0.23; H 0.26; H 0.26; H 0.23; H 0.23; H 0.27; C -0.62; N -0.50


Entry 4:
Below is a cluster of 2 separate species, C2H6N2O2 in total at a distorted geometry, with properties calculated with ωB97M-V/def2-TZVPD.

ORCA input file:
```
! wB97M-V def2-TZVPD RIJCOSX def2/J DEFGRID3
* xyz 0 1
H 0.21 2.10 2.97
C -0.06 1.58 2.03
O 1.37 2.02 -1.08
H -0.11 -2.40 -2.23
H 0.29 -0.89 -0.02
H -1.29 -1.23 -1.82
N 0.60 2.09 -0.15
C -0.52 -1.85 -1.37
H -0.51 0.69 2.15
H -1.18 -2.40 -0.68
O 0.63 -1.36 -0.74
N 0.57 1.67 0.94
*
```

## Properties
* HOMO level (alpha / beta): -0.32341 / -0.32326 Eh
* LUMO energy (alpha / beta): -0.3 / -0.3 eV
* gap between HOMO and LUMO (alpha / beta): 8.5 / 8.5 eV
* energy above the lowest of the compared OMol25 structures with the same formula, charge and spin: 645.3 kJ/mol
* SMILES string: C=NN=O.CO
* strongest force on any atom: 5.13 eV Å⁻¹

natural (NBO) charges in e: H 0.19; C -0.16; O -0.39; H 0.19; H 0.45; H 0.16; N 0.29; C -0.26; H 0.17; H 0.15; O -0.69; N -0.10


Entry 5:
Below is a cluster of 2 separate species, C9H14O in total at a distorted geometry, with properties calculated with ωB97M-V/def2-TZVPD.

ORCA input file:
```
! wB97M-V def2-TZVPD RIJCOSX def2/J DEFGRID3
* xyz 0 1
H 2.50 3.15 -1.30
C 0.94 2.20 0.37
H 2.85 -0.33 -0.84
C 0.15 1.49 1.25
H 1.40 -1.59 0.70
H -1.06 -1.38 -3.05
H -0.82 -0.10 -1.85
H -0.11 -1.60 2.66
C 1.25 -0.51 0.63
H -2.71 -1.49 -0.49
O 2.76 2.21 -1.19
H -1.55 -0.66 2.17
C -1.91 -1.85 -1.12
C 0.32 0.12 1.43
H -1.14 -2.07 -0.37
H 0.84 3.27 0.22
C -1.52 -0.86 -2.21
H -2.40 -0.31 -2.55
H -0.47 0.00 3.36
C 2.12 0.17 -0.22
H -0.60 2.00 1.82
C 1.93 1.53 -0.35
C -0.50 -0.60 2.47
H -2.28 -2.78 -1.55
*
```

## Properties
* HOMO level: -0.30844 Eh
* LUMO energy: 0.9 eV
* gap between HOMO and LUMO: 9.2 eV
* energy above the lowest of the compared OMol25 structures with the same formula, charge and spin: 18.5 kJ/mol
* SMILES string: Cc1ccc(O)cc1.CC
* strongest force on any atom: 1.45 eV Å⁻¹

natural (NBO) charges in e: H 0.48; C -0.29; H 0.23; C -0.18; H 0.21; H 0.20; H 0.21; H 0.22; C -0.18; H 0.20; O -0.68; H 0.22; C -0.61; C -0.06; H 0.20; H 0.21; C -0.61; H 0.20; H 0.22; C -0.27; H 0.21; C 0.30; C -0.62; H 0.20


Entry 6:
Below is a cluster of 5 separate species, C5H21N3O4 in total at a distorted geometry, with properties calculated with ωB97M-V/def2-TZVPD.

ORCA input file:
```
! wB97M-V def2-TZVPD RIJCOSX def2/J DEFGRID3
* xyz 0 1
O 3.08 0.35 -1.89
H -1.83 -1.18 3.04
H -1.98 3.18 0.46
H 0.71 -2.74 -2.30
H 1.06 -0.86 -1.20
H -0.21 1.40 1.81
H -1.32 0.29 0.05
C -1.28 -1.42 -1.09
H -0.95 -2.46 -1.23
H 1.26 -0.32 1.26
C 0.55 -0.03 -0.74
H 1.34 2.27 1.84
H -2.79 -1.66 -2.34
H -1.13 -2.66 1.83
H 2.36 0.79 0.42
C 0.62 1.74 1.17
H 2.07 -3.01 -1.80
O 1.16 -3.25 -1.60
N -0.74 -0.50 -0.16
N -2.13 -1.00 -1.94
H 0.12 3.84 0.88
H -2.72 -0.17 2.43
H 3.31 0.45 -0.95
H 0.20 -2.18 1.29
O -2.68 -1.13 2.56
O -0.18 -2.68 2.01
H 0.75 3.00 -0.54
H 0.40 0.83 -1.39
H -1.65 1.85 -0.42
H 2.55 1.10 -2.14
C 1.29 0.52 0.55
N -1.32 2.76 -0.16
C 0.06 2.90 0.31
*
```

## Properties
* HOMO level: -0.34626 Eh
* LUMO energy: 0.5 eV
* gap between HOMO and LUMO: 9.9 eV
* energy above the lowest of the compared OMol25 structures with the same formula, charge and spin: 135.5 kJ/mol
* SMILES string: [H]/N=C/NCCCCN.O.O.O.O
* strongest force on any atom: 3.37 eV Å⁻¹

natural (NBO) charges in e: O -0.94; H 0.48; H 0.36; H 0.46; H 0.23; H 0.19; H 0.37; C 0.28; H 0.18; H 0.22; C -0.24; H 0.22; H 0.36; H 0.48; H 0.17; C -0.43; H 0.47; O -0.93; N -0.67; N -0.70; H 0.20; H 0.46; H 0.47; H 0.47; O -0.94; O -0.96; H 0.17; H 0.18; H 0.35; H 0.47; C -0.39; N -0.85; C -0.22


Number 1: DFT total energy -50265.8433 eV. Number 2: DFT total energy -33119.9242 eV. Number 3: DFT total energy -18713.1506 eV. Number 4: DFT total energy -9240.6297 eV. Number 5: DFT total energy -11607.4447 eV. Number 6: DFT total energy -18184.0963 eV.